[1]
111
Properties=species:S:1:pos:R:3:forces:R:3 method="wB97M-V/def2-TZVPD" spin_multiplicity=4 total_charge=+2 s2=3.753 homo_lumo_gap_ev="8.33 / 8.36" relative_energy_kcal_mol=2.8
Nd -1.2249 1.3970 -0.2378 -0.037 -0.595 -0.781
O -3.5996 5.0995 -0.0223 0.022 -0.027 0.029
C -2.8038 4.2248 -0.2351 0.166 0.143 -0.337
N -2.5584 3.0857 0.5104 -0.444 0.351 0.186
C -3.3244 2.8574 1.6371 -0.026 -0.231 0.270
O -4.1668 3.5518 2.1390 -0.040 -0.029 -0.042
C -3.0381 1.4940 2.2646 -0.119 0.114 0.253
C -4.0375 0.9161 3.0325 0.036 -0.029 -0.013
C -3.8105 -0.3252 3.6003 0.062 0.065 -0.031
C -2.5613 -0.9132 3.4408 -0.015 0.009 0.018
C -1.6102 -0.2586 2.6853 0.230 0.006 0.041
N -1.8408 0.9111 2.0683 -0.599 0.090 0.444
C -1.9215 4.3179 -1.4781 -0.051 0.252 -0.125
C -1.9001 5.5357 -2.1403 -0.075 -0.070 0.044
C -1.0957 5.6879 -3.2551 0.027 -0.108 0.060
C -0.3365 4.6030 -3.6727 0.015 0.023 -0.027
C -0.4216 3.4203 -2.9680 0.095 -0.241 0.030
N -1.1985 3.2564 -1.8871 -0.260 0.660 0.091
H -4.9651 1.4566 3.1581 0.003 0.000 0.016
H -4.5835 -0.8168 4.1754 0.007 -0.004 0.031
H -2.3257 -1.8630 3.8995 0.029 0.008 0.017
H -0.6098 -0.6627 2.5772 -0.053 -0.074 -0.086
H -2.5275 6.3246 -1.7506 0.036 0.048 -0.037
H -1.0521 6.6310 -3.7821 -0.010 0.004 -0.016
H 0.3187 4.6680 -4.5294 -0.016 -0.004 -0.020
H 0.1694 2.5613 -3.2686 -0.026 -0.002 -0.027
C -6.5099 -3.3513 1.2458 0.016 0.091 -0.078
C -6.6400 -2.5588 -0.0652 -0.109 -0.122 -0.008
C -7.9298 -1.7360 -0.0182 0.132 -0.035 0.003
C -6.7117 -3.5288 -1.2580 0.005 0.056 0.062
C -5.4142 -1.6856 -0.2506 0.048 0.161 -0.031
C -5.4878 -0.3167 -0.4974 0.021 -0.066 -0.026
C -4.3244 0.4039 -0.6740 -0.043 0.067 -0.112
N -3.1016 -0.1339 -0.6205 -0.387 -0.407 0.050
C -3.0057 -1.4582 -0.3754 -0.159 0.057 -0.053
C -4.1318 -2.2398 -0.1988 0.098 -0.003 -0.011
C -1.6226 -1.9961 -0.2987 0.267 -0.104 -0.027
C -1.3458 -3.3491 -0.2175 -0.165 0.003 -0.032
C -0.0338 -3.8249 -0.1683 0.167 0.171 0.040
C 0.9705 -2.8610 -0.1945 -0.199 -0.108 -0.027
C 0.6245 -1.5256 -0.2427 0.084 -0.031 -0.027
N -0.6319 -1.0767 -0.3064 -0.033 -0.394 0.026
C 0.2504 -5.3114 -0.0631 -0.036 -0.129 0.009
C -0.3430 -6.0202 -1.2919 0.044 0.077 0.079
C -0.4176 -5.8338 1.2206 0.049 0.043 -0.075
C 1.7500 -5.6108 -0.0003 -0.123 0.060 -0.015
H -7.3979 -3.9663 1.3866 -0.002 -0.012 0.007
H -6.4269 -2.6735 2.0974 0.002 -0.030 0.040
H -5.6457 -4.0158 1.2402 0.006 -0.014 0.032
H -8.7666 -2.3945 0.2095 -0.013 -0.004 -0.018
H -8.1374 -1.2609 -0.9778 -0.015 0.052 0.017
H -7.8878 -0.9718 0.7597 -0.056 0.014 0.007
H -7.5965 -4.1575 -1.1618 0.003 -0.023 0.000
H -5.8364 -4.1781 -1.3034 0.000 -0.023 -0.013
H -6.7856 -2.9800 -2.1977 0.004 -0.024 -0.023
H -6.4331 0.2005 -0.5567 -0.013 -0.005 0.001
H -4.3699 1.4713 -0.8667 -0.039 -0.009 0.006
H -4.0188 -3.2970 -0.0115 -0.023 0.003 0.021
H -2.1604 -4.0577 -0.2017 -0.001 -0.005 -0.026
H 2.0135 -3.1371 -0.1802 0.031 0.030 0.052
H 1.3994 -0.7732 -0.2214 -0.034 0.025 -0.042
H -1.4284 -5.9248 -1.3290 -0.015 -0.022 -0.028
H -0.0959 -7.0806 -1.2508 -0.041 -0.022 -0.009
H 0.0738 -5.6086 -2.2121 -0.015 -0.029 -0.031
H -1.5005 -5.7124 1.1871 -0.019 -0.020 0.035
H -0.0355 -5.3068 2.0965 -0.007 -0.026 0.032
H -0.2024 -6.8951 1.3402 -0.016 -0.014 -0.002
H 2.2510 -5.3295 -0.9282 0.048 0.026 0.022
H 1.8937 -6.6812 0.1391 0.008 -0.010 -0.014
H 2.2292 -5.1028 0.8380 0.035 -0.018 0.009
C 3.5733 4.5152 -0.9723 0.009 -0.125 -0.038
C 4.4980 3.7769 0.0090 -0.212 -0.158 0.127
C 5.9632 4.0393 -0.3893 0.001 -0.341 -0.005
C 4.2566 4.3727 1.4044 0.030 -0.115 -0.065
Si 4.2187 1.8756 0.0194 -0.293 -0.017 -0.040
Br 1.3890 1.9332 0.1264 2.234 0.269 0.146
C 4.5021 0.9330 -1.6366 -0.243 0.157 0.101
C 4.2841 1.8431 -2.8545 0.037 0.022 0.147
C 3.5723 -0.2755 -1.8094 0.048 0.061 0.113
C 5.9639 0.4457 -1.6449 -0.018 0.129 0.295
C 4.5169 0.8946 1.6488 -0.237 0.082 -0.137
C 6.0029 1.0837 2.0135 -0.016 0.207 -0.264
C 4.2403 -0.6085 1.4971 0.055 0.120 -0.114
C 3.6483 1.3947 2.8139 0.019 0.095 -0.094
H 3.7575 5.5870 -0.8741 0.037 0.021 0.008
H 2.5228 4.3385 -0.7426 -0.013 0.059 -0.043
H 3.7601 4.2427 -2.0088 -0.036 0.041 0.018
H 6.1421 5.1157 -0.3719 0.004 0.022 0.014
H 6.1898 3.6801 -1.3940 0.038 0.049 -0.002
H 6.6625 3.5717 0.3070 0.064 0.053 -0.012
H 4.4154 5.4517 1.3561 0.002 0.024 -0.024
H 4.9523 3.9771 2.1442 -0.041 0.028 0.038
H 3.2329 4.2007 1.7400 0.008 0.034 0.065
H 3.2757 2.2602 -2.8653 0.002 0.024 -0.055
H 4.4133 1.2495 -3.7621 0.012 -0.024 -0.012
H 5.0076 2.6567 -2.8931 -0.059 0.032 -0.037
H 2.5356 0.0481 -1.9082 -0.016 -0.048 -0.019
H 3.6535 -0.9835 -0.9863 -0.062 -0.026 -0.051
H 3.8478 -0.8003 -2.7271 0.014 -0.001 -0.026
H 6.6679 1.2668 -1.4928 0.072 -0.036 -0.044
H 6.1794 -0.0035 -2.6162 0.004 -0.002 -0.023
H 6.1478 -0.3086 -0.8789 0.044 -0.012 -0.030
H 6.6667 0.7477 1.2141 0.067 -0.024 0.057
H 6.2252 0.4954 2.9055 0.003 -0.017 0.017
H 6.2360 2.1261 2.2357 0.042 -0.017 0.033
H 4.8927 -1.0804 0.7623 -0.050 -0.040 -0.004
H 3.1969 -0.7979 1.2358 0.009 -0.048 -0.010
H 4.4320 -1.0907 2.4580 0.005 -0.003 0.027
H 3.8090 2.4460 3.0372 -0.034 -0.042 0.052
H 3.9072 0.8230 3.7077 0.019 -0.023 0.014
H 2.5881 1.2442 2.6111 -0.008 0.000 0.067

***

[2]
24
Properties=species:S:1:pos:R:3:forces:R:3 method="wB97M-V/def2-TZVPD" total_charge=+1 homo_lumo_gap_ev=9.11 relative_energy_kcal_mol=41.6
C 0.4927 -2.4557 -2.3015 0.679 -0.586 1.312
C 0.6377 -2.3521 -0.7960 1.194 0.925 0.929
C 1.3142 -1.3692 -0.1526 -1.060 -0.546 -1.664
N 1.3792 -1.2695 1.2822 1.851 1.377 0.190
H 1.2343 -1.8151 -2.7615 0.077 0.080 -0.306
H 0.7139 -3.5114 -2.5375 -0.332 0.567 -0.404
H -0.4926 -2.1505 -2.6137 -0.371 -0.191 -0.293
H 0.3397 -3.1883 -0.1667 -0.400 -0.061 -0.204
H 1.6899 -0.5481 -0.8158 -0.035 -0.482 1.235
H 1.3702 -2.1877 1.7249 -0.062 0.178 -0.172
H 2.2739 -0.7790 1.6083 -1.651 -1.049 -0.715
H -0.0902 -0.0817 1.5351 0.432 -0.327 0.615
C -1.4430 1.1799 0.6011 0.994 -0.036 0.498
C -0.3767 2.2151 0.1814 0.084 0.437 -0.718
N -0.9282 3.1015 -0.8887 1.237 -1.757 -0.035
N -0.9232 0.4564 1.8649 0.145 0.483 -2.070
H -2.3298 1.7281 0.8683 -0.580 -0.221 -0.069
H -1.5801 0.3696 -0.1247 -0.263 0.549 0.016
H -0.0691 2.7955 1.0831 -0.093 -0.336 -0.444
H 0.5217 1.6841 -0.2109 -0.583 0.420 0.292
H -0.2226 3.3081 -1.6059 -0.516 -0.152 0.562
H -1.2917 3.9559 -0.5452 -0.303 0.780 0.448
H -0.6441 1.1351 2.5537 0.049 0.110 0.580
H -1.5761 -0.2207 2.2178 -0.494 -0.162 0.415

***

[3]
47
Properties=species:S:1:pos:R:3:forces:R:3 method="wB97M-V/def2-TZVPD" spin_multiplicity=2 total_charge=+3 s2=0.765 homo_lumo_gap_ev="10.12 / 6.56"
C 1.8754 -2.8640 -2.1428 -0.298 0.171 1.119
C 1.1427 -1.9748 -1.1194 -1.188 -0.466 -0.132
C 0.3541 -0.8672 -1.8601 -0.410 -0.380 -0.339
C -0.9374 -0.4033 -1.1947 0.488 0.168 -1.368
C -0.9026 0.4272 -0.0648 0.358 0.190 1.529
N -1.9911 0.6397 0.8770 -1.021 -0.173 -2.054
N -2.0315 -0.6601 -1.8407 -1.282 -0.434 -0.448
N 2.0309 -1.5005 0.0012 0.742 -0.669 -1.209
H 2.5267 -2.2147 -2.7102 0.269 -0.411 -0.657
H 2.3977 -3.6954 -1.6625 0.426 0.397 0.211
H 1.1182 -3.4240 -2.6884 0.035 0.503 -0.627
H 0.3610 -2.6088 -0.6911 0.190 0.066 0.419
H 0.0526 -1.3655 -2.7836 -0.221 -0.132 0.064
H 0.8702 -0.0094 -2.3075 0.476 0.104 0.756
H 0.0210 0.8458 0.3169 0.106 -0.040 -0.267
H -2.9104 0.6070 0.3499 0.079 -0.199 0.375
H -1.9520 1.6058 1.1916 0.426 0.155 0.662
H -1.9429 -0.0191 1.6551 -0.104 0.148 0.280
H -2.1075 -1.2781 -2.6438 0.876 -0.096 -0.109
H -2.9730 -0.3279 -1.6462 0.179 0.527 0.949
H 2.8236 -2.1524 -0.0357 0.226 0.263 0.240
H 1.6950 -1.6176 0.9787 -0.146 0.243 -0.013
H 2.4446 -0.5838 -0.2079 0.094 0.071 0.456
H -2.2763 -3.2700 0.8215 0.094 -0.218 0.425
H -2.8474 -3.2941 -0.5263 -1.066 -0.768 -1.031
O -2.1981 -2.8347 -0.0285 0.949 0.901 0.776
H -0.0362 2.2379 3.0514 -0.021 0.182 0.577
H -0.8691 1.2633 4.0099 0.286 0.545 0.286
O -0.4340 1.3691 3.1590 -0.295 -0.715 -1.062
H 0.2657 -2.1369 2.6133 0.006 0.116 0.181
H 1.3909 -2.9055 3.2235 0.466 -0.087 0.061
O 1.2299 -2.1675 2.6216 -0.579 -0.028 -0.268
H 3.8127 -0.6960 2.4540 -0.586 0.224 0.753
H 2.7666 0.4523 1.9029 -0.141 -0.168 1.226
O 3.5921 -0.0165 1.8195 0.735 0.080 -1.827
H 1.5656 3.1652 0.1409 0.514 0.423 0.195
H 1.2316 4.3700 1.1100 0.341 0.017 -0.208
O 0.9019 3.5559 0.7164 -0.840 -0.657 0.040
H -4.4107 1.0986 -1.7819 -0.754 -0.085 0.063
H -3.7644 2.1716 -0.9791 -0.207 -0.422 0.220
O -4.1919 1.2931 -0.8610 0.754 0.141 -0.434
H -1.3483 3.2582 -1.1917 0.034 0.567 0.099
H -2.3316 3.5052 -0.0106 0.038 1.301 0.500
O -2.0667 2.8858 -0.6736 0.212 -1.232 -0.458
H 4.1367 2.0520 -0.8591 0.006 0.242 -0.233
H 2.8813 2.4036 -1.7564 0.624 0.265 -0.207
O 3.2602 1.7692 -1.1437 -0.868 -0.629 0.487

***

[4]
16
Properties=species:S:1:pos:R:3:forces:R:3 method="wB97M-V/def2-TZVPD" homo_lumo_gap_ev=8.61 relative_energy_kcal_mol=71.9
C 0.5088 0.8188 -2.0561 0.163 -0.034 2.134
C 1.0553 0.8583 -0.8198 0.688 0.491 0.472
C 0.2186 1.1335 0.4001 -4.099 -0.841 0.110
C -1.0011 0.0600 0.4857 2.315 0.650 0.035
C -0.6339 -1.2869 1.0686 0.393 -2.767 -1.098
Si 0.8704 -2.2184 1.3479 -1.865 2.735 -0.829
Cl 2.6677 -1.2856 1.4716 0.534 0.604 0.089
H -0.5798 0.8274 -2.1929 0.508 0.244 0.063
H 1.1053 0.7834 -2.9228 0.631 -0.294 -0.878
H 2.1369 0.8004 -0.5311 -0.847 0.000 -1.221
H -0.4272 2.0202 0.1830 1.010 -0.090 0.326
H 0.5307 1.1950 1.4648 0.940 0.083 -1.133
H -1.4064 -0.0285 -0.5278 -0.023 -0.294 0.266
H -1.7594 0.5107 1.0954 -0.562 0.195 0.439
H -1.4724 -1.9951 0.7677 0.967 0.417 0.977
H 1.3593 -3.5079 1.7122 -0.754 -1.098 0.248